1.
A cluster of 4 separate species, C18H35O8PS3 in total, computed with ωB97M-V/def2-TZVPD.

Geometry as ORCA input:
```
! RIJCOSX wB97M-V def2-TZVPD def2/J DEFGRID3
* xyz 0 1
S -4.639 1.213 2.080
S -5.396 6.704 1.286
S 0.103 -2.787 -4.430
P 5.817 -1.392 1.904
O 2.850 -2.175 -2.242
O -1.348 -2.993 -4.191
O 7.346 -1.636 1.574
O -4.509 5.512 1.193
O 6.353 0.786 -0.040
O -3.738 0.030 1.977
O 5.224 -2.442 2.723
O 5.844 0.015 2.697
C 4.930 -1.047 0.367
C 2.028 -1.815 1.809
C 5.271 0.250 -0.278
C 4.318 0.854 -1.233
C 0.380 -2.988 -6.196
C -0.878 -0.921 1.535
C -6.104 0.840 1.107
C 4.037 -1.857 -0.228
C 2.493 -3.185 1.336
C 3.415 0.065 -1.814
C -4.726 7.945 0.173
C 0.944 -4.295 -3.936
C -0.440 -1.935 2.599
C 3.395 -1.377 -1.502
C 3.646 -3.200 0.286
C 1.045 -1.907 2.981
C -6.862 6.345 0.309
C -3.996 2.471 0.979
H 0.473 -5.151 -4.421
H -3.841 2.043 -0.013
H 4.387 1.911 -1.424
H -1.096 -1.464 0.614
H 2.836 -3.765 2.185
H -4.574 7.508 -0.814
H -5.808 0.522 0.107
H 1.279 -1.132 3.705
H 7.743 -0.763 1.437
H 1.996 -4.229 -4.210
H 2.903 -1.276 2.158
H -7.484 7.238 0.248
H -1.804 -0.410 1.792
H -3.773 8.278 0.578
H -3.047 2.819 1.380
H -6.567 6.016 -0.687
H -0.742 -2.947 2.354
H -0.054 -3.931 -6.531
H -6.737 1.725 1.055
H -0.105 -2.159 -6.708
H 2.702 0.469 -2.513
H -0.103 -0.207 1.271
H 1.660 -3.739 0.907
H -5.413 8.788 0.116
H -4.690 3.306 0.931
H 4.524 -3.687 0.689
H 1.260 -2.849 3.483
H -6.642 0.035 1.603
H 3.318 -3.780 -0.571
H 1.450 -2.968 -6.400
H -7.413 5.552 0.811
H 1.635 -1.263 0.955
H -0.994 -1.694 3.506
H 5.062 0.511 2.437
H 0.855 -4.387 -2.856
*
```

Properties
Molar mass in g/mol: 506.64
DFT total energy in Ha: -2844.65970
HOMO-LUMO gap in hartree: 0.256



2.
A structure of composition C18H35O9PS3, computed with ωB97M-V/def2-TZVPD.

Geometry as ORCA input:
```
! RIJCOSX wB97M-V def2-TZVPD def2/J DEFGRID3
* xyz 0 1
S 0.151 -2.614 2.837
S -1.391 2.759 -3.894
S 2.754 0.784 5.626
P -2.617 1.128 -1.906
O 3.604 2.158 5.563
O 3.448 -0.229 4.872
O 0.093 -2.045 4.353
O -0.596 -1.733 1.976
O 0.067 2.350 -3.688
O -2.421 1.455 -3.587
O -0.085 -4.033 2.863
O -1.648 3.117 -5.526
O 2.320 0.564 6.981
C -0.729 2.407 -6.399
C -1.096 -2.268 -6.600
C -1.033 0.534 -1.070
C 1.881 -2.343 2.562
C -0.963 -1.085 -1.314
C -2.327 0.126 -6.681
C 0.286 -1.616 -6.326
C -0.939 0.823 -6.450
C 0.348 -0.058 -6.254
C -1.118 -3.881 -6.718
C -3.483 2.516 -0.964
C -1.851 -3.103 5.374
C -2.412 -1.432 -6.760
C -2.623 3.852 -0.720
C 5.924 1.505 5.934
C -1.185 -1.809 4.945
C 4.730 2.302 6.429
C 1.367 1.334 4.671
H 2.445 -2.857 3.338
H 4.988 3.364 6.439
H 2.133 -2.755 1.585
H 6.808 1.722 6.537
H -2.114 -3.717 4.510
H 4.466 2.024 7.453
H 1.367 0.424 -6.052
H 0.699 0.484 4.533
H -2.767 -2.898 5.933
H 0.380 2.670 -6.220
H -1.848 -1.371 -2.003
H -1.766 3.715 0.040
H -1.128 -1.586 -0.295
H -1.016 -1.185 5.827
H -0.060 0.948 -1.500
H -2.244 4.364 -1.666
H -3.761 2.108 0.077
H 0.858 2.130 5.213
H -1.178 -3.695 5.999
H 1.724 1.687 3.704
H -2.189 -4.264 -6.912
H -0.624 -4.363 -5.811
H 2.079 -1.272 2.580
H -3.338 4.617 -0.219
H 1.235 -2.239 -6.194
H 5.732 0.432 5.992
H -0.950 2.792 -7.469
H -4.454 2.782 -1.505
H -1.826 -1.241 4.264
H -3.406 -1.953 -6.934
H 6.138 1.740 4.889
H -0.509 -4.154 -7.660
H -1.037 0.758 0.060
H -0.016 -1.409 -1.861
H -3.281 0.731 -6.803
*
```

Properties
Molar mass in g/mol: 522.64
DFT total energy in Ha: -2919.66791
HOMO-LUMO gap in hartree: 0.301



3.
A cluster of 8 separate species, C18H36Br12O6 in total, computed with ωB97M-V/def2-TZVPD.

Geometry as ORCA input:
```
! RIJCOSX wB97M-V def2-TZVPD def2/J DEFGRID3
* xyz 0 1
Br 0.739 -1.598 1.352
Br -4.504 4.337 -1.712
Br -5.849 -0.073 -3.931
Br 1.472 3.273 1.366
Br -3.779 -3.118 4.740
Br -2.426 2.959 -4.977
Br 1.032 3.085 5.976
Br 3.524 -2.693 7.179
Br 0.042 -4.762 2.704
Br -2.588 4.546 2.500
Br -1.855 1.105 -1.350
Br 0.793 -0.956 5.781
O 0.743 -4.367 -2.902
O 2.404 0.525 -2.957
O 2.064 -2.632 -3.449
O -0.048 -2.308 -3.230
O 3.145 2.639 -2.775
O 4.109 0.929 -1.693
C 1.946 -2.239 4.837
C 3.378 -2.134 5.306
C 3.215 1.456 -2.511
C 0.924 -3.208 -3.162
C 1.694 3.689 3.310
C -0.695 -0.946 0.153
C 1.086 2.588 4.102
C -0.269 0.377 -0.433
C 5.123 1.775 -1.175
C -4.412 4.617 0.270
C 1.336 0.855 -3.856
C -3.618 1.365 -4.911
C -3.011 4.221 0.619
C -1.782 -4.626 3.454
C -1.982 -3.192 3.929
C -4.664 1.480 -3.833
C -1.371 -2.793 -3.029
C 3.264 -3.379 -3.340
H 1.529 -3.235 4.929
H -2.523 -4.892 2.710
H 5.760 2.185 -1.958
H 3.704 -1.099 5.288
H 1.722 0.765 -4.867
H -2.274 4.724 0.003
H -1.544 -0.764 0.808
H 0.944 1.841 -3.620
H -0.936 -1.750 -0.531
H 4.727 2.603 -0.586
H -4.080 1.260 -5.888
H -2.987 0.491 -4.767
H 1.897 -1.908 3.800
H 0.189 1.067 0.274
H -1.803 -5.309 4.296
H 0.535 0.260 -1.162
H 4.048 -2.796 4.767
H -4.334 1.583 -2.806
H -4.635 5.644 0.551
H -1.799 -3.062 -3.995
H 1.229 4.666 3.409
H 2.752 3.880 3.475
H 3.746 -3.170 -2.384
H 5.683 1.108 -0.522
H -1.955 -1.942 -2.683
H 3.068 -4.451 -3.366
H 0.085 2.380 3.728
H 1.611 1.636 4.075
H -1.950 -2.533 3.065
H -5.146 3.939 0.692
H -1.474 -3.624 -2.339
H 3.915 -3.080 -4.155
H -1.255 -2.860 4.660
H -5.238 2.386 -4.038
H 0.557 0.119 -3.687
H -2.951 3.145 0.475
*
```

Properties
Molar mass in g/mol: 1307.33
DFT total energy in Ha: -32047.08178
HOMO-LUMO gap in hartree: 0.373



4.
A structure of composition C18H36CaF6O18P, computed with ωB97M-V/def2-TZVPD.

Geometry as ORCA input:
```
! RIJCOSX wB97M-V def2-TZVPD def2/J DEFGRID3
* xyz 1 1
Ca -0.600 -0.513 0.137
P -3.447 -1.912 0.384
F -3.589 -3.327 1.046
F -3.056 -0.428 -0.297
F -2.229 -1.556 1.441
F -2.291 -2.464 -0.656
F -4.537 -2.202 -0.731
F -4.523 -1.262 1.323
O -2.034 2.425 3.283
O 0.735 -4.855 0.006
O -0.583 -1.134 -2.107
O 0.466 -0.880 2.169
O -1.436 -0.628 -4.130
O 3.461 1.341 -1.113
O -0.811 1.557 -1.376
O 0.696 -2.595 -0.084
O 2.546 -3.778 0.357
O 1.977 -1.448 3.720
O -2.438 3.189 1.261
O 0.105 2.687 -3.017
O 1.537 0.681 3.283
O 0.402 -1.762 -4.005
O -1.327 1.300 1.480
O -2.088 2.814 -2.756
O 1.640 0.263 -0.364
O 2.392 2.057 0.677
C 3.382 3.103 0.726
C -3.032 4.325 1.889
C -1.887 2.232 1.988
C -2.773 -0.559 -3.604
C -3.291 2.435 -2.112
C 0.034 3.685 -4.045
C 1.256 -3.653 0.086
C -0.943 2.306 -2.309
C 3.600 0.400 -2.196
C -1.401 1.487 4.168
C 1.472 -2.798 3.770
C 3.264 -2.573 0.574
C 1.366 -2.508 -3.257
C -0.547 -1.172 -3.314
C 2.452 1.155 -0.275
C 1.281 -0.575 3.005
C 2.500 1.002 4.298
C -0.622 -5.017 -0.423
H 3.273 3.729 -0.154
H -1.284 0.523 3.684
H 1.388 -3.238 2.776
H 3.467 0.563 4.072
H 2.188 0.584 5.260
H -3.812 1.663 -2.675
H -2.044 1.409 5.039
H 3.223 -2.284 1.625
H 2.130 -2.821 -3.960
H 4.078 -0.500 -1.812
H 2.206 -3.383 4.312
H -1.181 -5.482 0.382
H -0.440 1.895 4.475
H -3.154 -1.563 -3.412
H -3.919 4.034 2.447
H 2.627 0.147 -2.612
H 3.177 3.644 1.643
H 4.386 2.691 0.807
H 0.663 4.523 -3.741
H 1.801 -1.906 -2.461
H 2.521 2.080 4.390
H -0.961 4.105 -4.166
H -3.330 5.010 1.098
H 2.876 -1.761 -0.039
H -3.156 2.077 -1.099
H -0.617 -5.691 -1.280
H 0.367 3.248 -4.978
H 0.877 -3.396 -2.856
H 4.218 0.877 -2.945
H -2.309 4.852 2.508
H -1.058 -4.075 -0.737
H -2.781 -0.059 -2.638
H 0.500 -2.811 4.253
H 4.296 -2.791 0.314
H -3.364 -0.045 -4.349
H -3.933 3.315 -2.071
*
```

Properties
Molar mass in g/mol: 725.51
DFT total energy in Ha: -3680.22372
HOMO-LUMO gap in hartree: 0.421